a | This record from the Open Molecules 2025 dataset describes 11 unconnected molecules or ions with the total composition C11H44N22O11. The level of theory is the ωB97M-V functional and the def2-TZVPD basis.

Properties
Kohn-Sham gap = 9.35 eV
SMILES string = NC(N)=O.NC(N)=O.NC(N)=O.NC(N)=O.NC(N)=O.NC(N)=O.NC(N)=O.NC(N)=O.NC(N)=O.NC(N)=O.NC(N)=O
HOMO level = -9.310 eV

The geometry in XYZ format:
```
88
Properties=species:S:1:pos:R:3:lowdin_charge:R:1
N 0.90 -1.33 0.11 0.16
C -0.30 -0.65 0.17 -0.61
N -0.23 0.56 -0.40 0.20
O -1.32 -1.15 0.67 -0.03
H 0.95 -2.23 0.57 0.05
H 1.53 -0.95 -0.58 0.07
H -1.06 1.14 -0.43 0.04
H 0.69 0.95 -0.57 0.05
N -2.84 3.60 -2.76 0.17
C -3.06 3.12 -1.49 -0.66
N -3.99 3.78 -0.76 0.17
O -2.43 2.12 -1.15 -0.01
H -3.06 4.55 -2.98 0.10
H -2.15 3.08 -3.26 0.09
H -4.39 4.64 -1.08 0.10
H -4.04 3.56 0.22 0.10
N 3.94 -1.95 -0.76 0.16
C 4.46 -3.15 -1.19 -0.68
N 4.40 -4.13 -0.23 0.15
O 4.92 -3.30 -2.30 0.05
H 3.59 -1.77 0.17 0.08
H 3.93 -1.11 -1.30 0.07
H 4.59 -5.04 -0.60 0.10
H 4.30 -3.93 0.75 0.09
N -0.84 5.68 0.57 0.16
C 0.38 5.07 0.53 -0.69
N 0.48 3.93 1.28 0.17
O 1.32 5.53 -0.10 0.02
H -0.91 6.55 0.08 0.10
H -1.48 5.40 1.29 0.09
H -0.33 3.35 1.41 0.06
H 1.36 3.44 1.21 0.08
N -4.26 -1.39 -0.65 0.17
C -5.23 -1.97 0.10 -0.70
N -5.78 -3.11 -0.44 0.14
O -5.62 -1.51 1.16 0.02
H -3.71 -0.70 -0.17 0.08
H -3.97 -1.75 -1.54 0.10
H -5.27 -3.64 -1.11 0.09
H -6.41 -3.57 0.20 0.10
N 4.39 1.43 -2.46 0.18
C 3.52 1.37 -1.42 -0.66
N 4.01 1.51 -0.16 0.18
O 2.36 0.97 -1.57 -0.04
H 5.37 1.62 -2.36 0.11
H 3.97 1.27 -3.36 0.12
H 4.96 1.83 -0.05 0.10
H 3.39 1.46 0.64 0.05
N 0.60 4.90 -3.22 0.17
C 0.37 3.89 -4.12 -0.71
N 0.41 2.65 -3.59 0.16
O 0.23 4.12 -5.31 0.01
H 0.34 5.80 -3.57 0.10
H 0.61 4.71 -2.23 0.06
H 0.29 1.81 -4.15 0.11
H 0.56 2.41 -2.63 0.07
N 1.83 1.45 4.27 0.16
C 1.88 0.80 3.06 -0.63
N 1.37 -0.47 3.11 0.19
O 2.24 1.39 2.05 -0.01
H 2.28 2.34 4.37 0.10
H 1.42 1.02 5.08 0.10
H 1.51 -0.96 2.25 0.07
H 0.99 -0.86 3.95 0.11
N -1.50 -3.78 1.72 0.19
C -0.30 -4.35 1.98 -0.65
N -0.37 -5.46 2.76 0.16
O 0.77 -3.92 1.53 -0.03
H -1.44 -2.90 1.21 0.06
H -2.38 -4.26 1.85 0.11
H -1.08 -5.58 3.46 0.10
H 0.54 -5.81 3.00 0.10
N -2.71 -0.32 3.04 0.18
C -2.61 0.96 3.46 -0.68
N -1.92 1.78 2.57 0.15
O -3.04 1.41 4.51 0.02
H -2.30 -0.69 2.19 0.05
H -3.09 -0.97 3.71 0.11
H -2.19 2.75 2.63 0.08
H -1.50 1.35 1.77 0.05
N 1.07 -5.51 -0.91 0.16
C 0.85 -5.17 -2.22 -0.68
N 0.76 -3.82 -2.44 0.16
O 0.70 -6.01 -3.09 0.01
H 0.99 -4.78 -0.22 0.04
H 1.35 -6.45 -0.71 0.10
H 0.34 -3.49 -3.28 0.10
H 1.06 -3.17 -1.73 0.06
```


b | This record from the Open Molecules 2025 dataset describes 11 unconnected molecules or ions with the total composition C11H44N22O11. The level of theory is the ωB97M-V functional and the def2-TZVPD basis.

Properties
Kohn-Sham gap = 9.11 eV
SMILES string = NC(N)=O.NC(N)=O.NC(N)=O.NC(N)=O.NC(N)=O.NC(N)=O.NC(N)=O.NC(N)=O.NC(N)=O.NC(N)=O.NC(N)=O
HOMO level = -9.300 eV

The geometry in XYZ format:
```
88
Properties=species:S:1:pos:R:3:lowdin_charge:R:1
N 5.38 0.55 0.94 0.15
C 5.65 0.66 -0.40 -0.77
N 6.90 0.69 -0.79 0.17
O 4.75 0.86 -1.13 0.04
H 6.21 0.50 1.52 0.09
H 4.43 0.68 1.25 0.10
H 7.11 0.82 -1.77 0.12
H 7.70 0.59 -0.17 0.11
N 4.75 -4.16 -0.12 0.16
C 3.74 -4.36 -0.89 -0.86
N 2.75 -4.84 -0.20 0.17
O 3.76 -4.15 -2.04 0.08
H 5.55 -3.65 -0.49 0.12
H 4.87 -4.45 0.84 0.11
H 2.82 -4.62 0.78 0.10
H 1.82 -4.99 -0.56 0.12
N -3.22 5.30 5.14 0.18
C -3.36 4.77 4.01 -0.80
N -2.77 3.56 3.93 0.15
O -3.88 5.29 3.05 0.03
H -3.44 6.24 5.43 0.14
H -2.73 4.69 5.77 0.11
H -2.81 3.03 3.07 0.11
H -2.30 3.13 4.71 0.09
N 0.46 -0.53 -0.49 0.17
C 0.20 0.48 0.21 -0.79
N 1.01 1.50 -0.01 0.18
O -0.81 0.45 0.95 -0.02
H -0.26 -1.24 -0.51 0.12
H 1.00 -0.56 -1.35 0.13
H 1.93 1.30 -0.36 0.10
H 0.78 2.34 0.50 0.12
N 2.74 2.18 -7.30 0.18
C 2.34 2.80 -6.26 -0.79
N 3.25 2.85 -5.36 0.15
O 1.23 3.32 -5.99 -0.01
H 2.21 2.04 -8.15 0.13
H 3.67 1.79 -7.23 0.11
H 2.93 3.04 -4.43 0.13
H 4.14 2.44 -5.63 0.11
N -2.81 -6.26 2.43 0.16
C -1.87 -6.44 3.34 -0.76
N -0.85 -5.62 2.98 0.12
O -1.75 -7.24 4.20 0.08
H -3.72 -6.69 2.53 0.12
H -2.71 -5.45 1.83 0.10
H -0.07 -5.49 3.60 0.10
H -0.81 -5.09 2.12 0.09
N 4.40 6.82 -1.88 0.14
C 5.42 6.52 -1.08 -0.72
N 5.03 5.84 -0.03 0.17
O 6.58 6.94 -1.37 -0.03
H 3.65 6.15 -1.99 0.10
H 4.71 7.40 -2.65 0.11
H 4.02 5.77 -0.03 0.11
H 5.58 5.74 0.80 0.12
N -4.42 -1.05 4.68 0.16
C -5.57 -0.97 5.31 -0.78
N -6.14 -2.12 5.44 0.15
O -5.92 0.08 5.85 0.02
H -3.86 -0.22 4.57 0.11
H -4.07 -1.93 4.33 0.11
H -7.07 -2.18 5.83 0.12
H -5.47 -2.74 5.86 0.11
N -1.21 -7.09 -2.36 0.18
C -1.95 -6.02 -2.42 -0.92
N -2.60 -5.97 -3.48 0.18
O -1.86 -5.09 -1.73 0.08
H -1.37 -7.89 -2.96 0.11
H -0.72 -7.22 -1.48 0.12
H -2.98 -5.04 -3.62 0.14
H -2.85 -6.84 -3.93 0.13
N -0.37 6.94 -2.21 0.17
C -0.37 6.33 -1.06 -0.81
N -1.26 5.41 -0.96 0.16
O 0.22 6.66 -0.06 0.02
H -1.08 6.62 -2.85 0.11
H 0.02 7.85 -2.41 0.12
H -1.66 5.05 -0.10 0.13
H -1.61 5.02 -1.83 0.11
N -4.28 -2.22 0.15 0.16
C -5.46 -2.14 -0.41 -0.73
N -5.76 -3.34 -0.96 0.13
O -6.32 -1.29 -0.20 0.04
H -3.84 -1.36 0.43 0.11
H -3.60 -2.87 -0.24 0.09
H -6.74 -3.52 -1.12 0.10
H -5.14 -4.04 -1.33 0.09
```


Quick one: most stable of them? a